{
  "formula": "C34H63Al2BeF4O17S2",
  "method": "wB97M-V/def2-TZVPD",
  "e_tot_ev": -117199.2084,
  "multiplicity": 1,
  "charge": 1,
  "species": ["C", "C", "C", "C", "C", "C", "C", "C", "C", "C", "C", "C", "C", "C", "C", "C", "O", "S", "O", "O", "O", "C", "C", "C", "O", "C", "O", "C", "C", "O", "H", "H", "H", "H", "H", "H", "H", "H", "H", "H", "H", "H", "H", "H", "H", "H", "H", "H", "H", "H", "H", "H", "H", "H", "H", "H", "H", "H", "H", "H", "H", "H", "H", "H", "H", "H", "H", "H", "H", "H", "F", "Al", "F", "F", "F", "C", "C", "C", "S", "O", "O", "C", "H", "H", "H", "H", "H", "H", "H", "H", "Be", "O", "H", "H", "C", "C", "O", "O", "H", "H", "H", "C", "C", "O", "O", "H", "H", "H", "Al", "O", "C", "O", "C", "C", "C", "H", "H", "H", "H", "H", "H", "O", "H"],
  "coordinates": [[1.150, 2.805, 1.509], [0.020, 3.605, 2.338], [0.041, 3.195, 3.889], [-0.392, 1.658, 4.049], [-1.831, 1.418, 4.714], [-1.920, -0.144, 5.171], [-2.329, -1.016, 3.888], [-1.376, -2.325, 3.690], [0.054, -1.806, 3.190], [1.227, -2.897, 3.239], [0.968, -4.223, 2.367], [-0.075, -4.046, 1.165], [0.247, -5.042, -0.082], [-0.771, -4.603, -1.256], [0.011, -3.759, -2.391], [-0.326, -2.197, -2.424], [-1.678, -1.794, -1.991], [-1.656, -0.292, -1.210], [-2.345, -0.480, 0.108], [-2.495, 0.765, -1.887], [-0.006, -0.080, -1.247], [0.755, -1.099, -1.970], [1.270, -0.345, -3.311], [0.223, 0.721, -3.873], [-0.593, 0.416, -4.776], [2.131, -1.552, -1.283], [2.951, -2.190, -2.288], [4.345, -2.004, -2.034], [5.207, -1.436, -3.278], [4.858, -2.303, -0.929], [1.222, 1.695, 1.803], [2.172, 3.266, 1.727], [0.847, 2.843, 0.406], [-1.001, 3.376, 1.882], [0.247, 4.718, 2.203], [1.139, 3.262, 4.234], [-0.644, 3.848, 4.522], [-0.376, 1.067, 3.065], [0.385, 1.146, 4.734], [-2.085, 2.140, 5.569], [-2.609, 1.532, 3.884], [-2.732, -0.191, 5.978], [-0.926, -0.503, 5.632], [-2.288, -0.383, 2.922], [-3.409, -1.419, 3.936], [-1.337, -2.876, 4.694], [-1.926, -2.983, 2.937], [0.365, -0.965, 3.921], [0.031, -1.296, 2.155], [2.205, -2.399, 2.901], [1.346, -3.198, 4.359], [0.716, -5.080, 3.081], [1.985, -4.506, 1.895], [-0.161, -2.986, 0.753], [-1.107, -4.379, 1.546], [1.345, -5.033, -0.386], [-0.036, -6.130, 0.185], [-1.649, -4.043, -0.770], [-1.251, -5.532, -1.767], [1.119, -4.011, -2.307], [-0.332, -4.180, -3.412], [-0.402, -2.002, -3.559], [2.246, 0.197, -3.063], [1.464, -1.139, -4.106], [0.249, 1.780, -3.407], [2.670, -0.590, -0.961], [1.979, -2.171, -0.332], [5.274, -2.299, -4.043], [6.245, -1.110, -2.952], [4.604, -0.564, -3.716], [-3.035, -6.497, -2.975], [-2.728, -6.644, -4.719], [-4.041, -5.857, -5.619], [-2.644, -8.353, -5.166], [-1.188, -5.851, -5.109], [-2.391, -1.334, -9.233], [-2.112, -0.146, -8.308], [-0.810, -0.442, -7.563], [0.150, -1.505, -8.635], [0.283, -2.797, -8.002], [1.291, -0.771, -9.137], [-1.070, -1.633, -9.930], [-3.182, -1.111, -9.951], [-2.705, -2.199, -8.640], [-1.997, 0.764, -8.906], [-2.935, 0.024, -7.609], [-0.246, 0.468, -7.360], [-0.995, -0.980, -6.634], [-1.036, -2.626, -10.377], [-0.840, -0.874, -10.682], [-3.783, -1.514, -2.868], [-3.564, -4.066, -8.278], [-4.008, -4.851, -8.621], [-3.530, -4.217, -7.324], [-4.409, 2.474, 8.677], [-3.187, 2.275, 7.774], [-2.376, 1.420, 8.169], [-3.168, 3.000, 6.757], [-4.370, 1.816, 9.546], [-4.439, 3.516, 9.026], [-5.324, 2.257, 8.119], [-2.123, 6.719, 10.556], [-3.105, 5.871, 9.740], [-3.056, 4.641, 9.968], [-3.822, 6.515, 8.958], [-1.523, 6.098, 11.222], [-1.453, 7.254, 9.882], [-2.676, 7.442, 11.158], [0.503, -3.303, 6.091], [2.666, 5.957, 1.380], [3.751, 5.961, 0.858], [4.555, 7.051, 0.782], [5.716, 6.733, 0.003], [5.836, 5.228, 0.065], [4.392, 4.790, 0.160], [5.560, 7.095, -1.018], [6.590, 7.230, 0.425], [6.368, 4.803, -0.787], [6.368, 4.936, 0.976], [3.933, 4.670, -0.835], [4.287, 3.877, 0.746], [4.603, 4.345, -2.765], [3.770, 4.489, -3.221]],
  "forces_ev_per_a": [[-0.52, -0.06, 0.39], [0.52, -0.19, 0.08], [0.36, -0.75, -1.02], [-0.03, -0.17, 1.04], [0.80, -1.25, -0.77], [-1.05, 1.00, -0.40], [0.01, -1.00, 0.01], [-0.66, 1.71, -1.10], [0.57, 0.02, 0.86], [-0.63, 0.47, -1.01], [1.03, 0.30, -0.19], [0.00, -1.67, 0.00], [-1.52, 0.02, 0.45], [0.48, -0.80, -0.24], [-1.56, -0.92, 0.18], [1.69, -0.55, -3.76], [0.01, 1.90, 1.17], [-3.51, 1.17, 2.67], [3.39, -0.53, -2.69], [3.16, -3.05, -0.41], [-2.27, -0.34, 0.96], [0.59, 0.04, -2.48], [-0.13, 0.20, -0.19], [-1.36, -1.12, -1.60], [2.59, 1.07, 3.35], [-0.44, 0.81, 1.66], [0.81, 0.90, 0.79], [2.66, -0.77, 2.30], [-1.41, -0.70, 0.37], [-2.49, 1.34, -4.10], [-0.26, 1.57, -0.37], [-1.44, -0.52, -0.61], [0.86, 0.07, 1.39], [1.24, 0.34, 0.67], [-0.45, -1.53, 0.23], [-1.76, 0.22, -0.32], [1.04, -0.75, -0.82], [0.05, 1.06, 1.22], [-1.13, 0.72, -0.96], [0.57, -0.90, -1.04], [0.78, 0.14, 1.31], [1.23, -0.27, -1.10], [-1.34, 0.60, -0.61], [0.15, -1.04, 1.48], [1.62, 0.82, 0.19], [-0.03, 0.44, -1.06], [1.12, 0.59, 1.11], [-0.43, -1.17, -1.16], [-0.27, -0.96, 1.64], [-1.35, -0.74, 0.86], [0.51, 0.27, -1.74], [0.00, 1.02, -1.23], [-1.57, 0.36, 0.84], [0.28, -1.25, 0.74], [1.42, 0.77, -0.68], [-1.44, 0.15, 0.31], [0.66, 1.76, -0.12], [1.29, -0.62, -0.85], [0.91, 1.65, 0.85], [-1.36, 0.96, -0.12], [0.57, 0.71, 1.57], [0.15, -0.20, 1.75], [-1.36, -0.66, -0.39], [-0.19, 1.17, 1.00], [-0.07, -1.42, -0.72], [-0.98, -1.24, -0.30], [0.18, 0.51, -1.49], [-0.12, 1.50, 1.08], [-1.56, -0.56, -0.23], [1.04, -1.32, 0.43], [0.40, 0.23, -1.50], [0.05, -0.92, -0.43], [1.33, -0.34, 0.89], [-0.10, 2.01, 0.58], [-1.54, -0.41, 0.70], [-0.10, -0.08, 0.29], [-0.12, 0.18, -0.22], [-0.30, 0.32, 0.24], [-0.05, -0.08, -0.44], [0.31, 0.34, 0.02], [0.06, -0.29, 0.32], [-0.39, -0.01, -0.31], [0.07, -0.05, 0.05], [0.06, 0.15, -0.29], [0.01, -0.04, 0.08], [0.07, 0.01, -0.05], [0.09, -0.22, 0.02], [0.14, -0.04, -0.20], [0.15, 0.04, 0.12], [0.11, -0.07, 0.08], [0.81, 0.08, 0.16], [-0.21, -0.10, 0.12], [0.10, 0.07, 0.12], [0.00, -0.32, -0.06], [-1.98, -0.56, 1.35], [2.85, 0.25, -1.48], [-1.20, 0.33, 0.18], [-0.87, -0.03, 0.90], [0.25, -0.05, -0.25], [0.83, 0.47, -0.30], [0.14, 0.03, -0.09], [1.45, 0.53, 1.25], [-2.23, -0.42, -2.14], [0.44, 0.18, 0.50], [0.85, -0.26, 0.84], [-0.19, -0.05, -0.17], [-0.30, -0.13, -0.18], [-0.21, -0.15, -0.27], [-0.31, 0.12, 0.50], [0.65, 0.22, -0.04], [-0.98, 0.45, 0.01], [-0.52, -0.45, 0.22], [0.58, 0.24, -0.28], [0.39, -0.40, -0.12], [0.90, -0.27, 0.39], [-0.04, -0.04, 0.07], [-0.26, 0.12, 0.05], [-0.08, 0.07, 0.05], [-0.02, 0.05, -0.07], [-0.16, -0.07, -0.38], [-0.33, -0.02, -0.28], [0.31, -0.12, 0.71], [-0.50, 0.15, -0.34]]
}